1.
The following is a DFT calculation (ωB97M-V/def2-TZVPD) of a molecular structure, C19H22BBeF8MgNaO5PS.

Output
ΔE to the lowest compared entry with this formula, charge and spin: 0.0 kcal/mol
Spin multiplicity: 1
Molecular weight: 612.5 g mol⁻¹
Total energy: -83080.9916 eV
Net charge: +1

Last column: natural (NBO) charge in e.
Positions of all 60 atoms, in Å:
B 4.3713 3.5617 -0.1341  -0.47
C 2.9565 2.8657 -0.2740  0.09
C 1.7624 3.5346 -0.6329  -0.16
H 5.1340 2.8404 -0.7751  -0.11
H 4.3098 4.6863 -0.4992  0.08
H 4.6130 3.4654 1.0636  0.17
H 2.9349 1.8022 -0.0288  0.24
H 1.5469 3.7937 -1.6599  0.31
H 1.0462 3.7575 0.1481  0.30
Mg 4.9092 1.9965 -2.5949  0.85
O 2.3455 -2.1277 -2.2547  -1.02
S 1.4208 -1.4515 -1.3577  2.41
O 1.9119 -0.5798 -0.3303  -0.95
O 0.4024 -2.4481 -0.7154  -0.72
C 0.8236 -3.5854 0.0950  -0.09
C 1.3199 -3.1666 1.4619  -0.64
C 0.2614 -0.5749 -2.3447  -0.88
H 1.5745 -4.1716 -0.4381  0.20
H -0.0589 -4.2129 0.1903  0.20
H 2.2356 -2.5813 1.3912  0.23
H 1.5298 -4.0473 2.0672  0.23
H 0.5786 -2.5500 1.9715  0.22
H -0.1272 -1.2406 -3.1103  0.27
H 0.7931 0.2578 -2.8008  0.25
H -0.5333 -0.2069 -1.7004  0.26
F 6.7953 6.6628 -3.4831  -0.54
P 7.8492 5.7476 -4.3439  2.59
F 6.4786 4.9654 -4.9308  -0.61
F 7.6021 6.8163 -5.5579  -0.58
F 9.3839 6.2173 -4.5906  -0.56
F 8.4137 4.2354 -4.6301  -0.57
F 8.3408 5.4748 -2.7139  -0.37
Be 2.6262 -4.1838 -2.5770  0.05
C -3.7105 1.6648 0.2448  -0.18
C -2.8250 1.6405 1.3178  -0.19
C -2.7991 0.5530 2.1732  -0.17
C -3.6670 -0.5110 1.9669  -0.07
C -4.5734 -0.4755 0.9008  -0.16
C -4.5832 0.6104 0.0363  -0.15
C -5.5470 -1.5803 0.6857  0.54
O -6.3318 -1.5663 -0.2319  -0.49
C -5.5408 -2.7287 1.6530  -0.11
C -6.4791 -3.7429 1.5033  -0.14
C -6.4801 -4.8134 2.3767  -0.20
C -5.5313 -4.8690 3.3958  -0.25
C -4.5972 -3.8619 3.5555  -0.17
C -4.6076 -2.7820 2.6854  -0.05
C -3.6137 -1.6779 2.8859  0.52
O -2.8010 -1.7489 3.7799  -0.51
H -3.7234 2.5126 -0.4267  0.23
H -2.1543 2.4725 1.4845  0.22
H -2.1075 0.5340 3.0038  0.24
H -5.2761 0.6298 -0.7930  0.25
H -7.2062 -3.6879 0.7054  0.26
H -7.2137 -5.6018 2.2615  0.22
H -5.5175 -5.7125 4.0715  0.10
H -3.8625 -3.9032 4.3491  0.25
F 2.1064 5.2692 -0.3418  -0.47
F 9.6133 4.0045 -2.7139  -0.19
Na -6.5229 -6.1809 5.5599  0.99

***

2.
The following is a DFT calculation (ωB97M-V/def2-TZVPD) of a molecular structure, C19H22BBrF10N3O5OsSe2.

Output
ΔE to the lowest compared entry with this formula, charge and spin: 7.0 kcal/mol
Spin multiplicity: 5
Molecular weight: 1001.2 g mol⁻¹
Total energy: -265831.0574 eV
Net charge: -1

Last column: natural (NBO) charge in e.
Positions of all 64 atoms, in Å:
Os 0.0133 -0.1502 0.8705  1.22
O 1.7234 0.3685 2.4918  -0.75
C 1.6545 1.6406 3.1254  -0.06
C 0.2535 1.8706 3.7087  -0.14
C 0.4637 2.7882 4.9283  -0.05
O -0.7396 3.2211 5.5395  -0.72
C -0.6915 2.5848 2.7316  -0.63
Se -0.5966 2.1733 0.7959  0.28
C -0.3455 0.5585 4.2218  -0.56
Se -1.2475 -0.5833 2.9065  0.05
H 2.6060 0.2712 2.0627  0.54
H 1.9156 2.4357 2.4194  0.19
H 2.3901 1.6500 3.9387  0.18
H 1.0767 3.6481 4.6267  0.16
H 1.0096 2.2445 5.7018  0.18
H -1.2378 3.7344 4.8949  0.47
H -0.4818 3.6603 2.7458  0.21
H -1.7287 2.4411 3.0433  0.23
H -1.1101 0.7912 4.9635  0.23
H 0.4284 -0.0432 4.6986  0.23
C -2.6566 -0.2840 -1.3243  -0.67
C -1.3228 -0.7073 -1.8105  0.51
N -0.1822 -0.7400 -1.1394  -0.57
C 0.7852 -1.2962 -1.9591  -0.07
C 0.2133 -1.5889 -3.1455  -0.09
N -1.1137 -1.2187 -3.0305  -0.51
H -2.5632 0.2216 -0.3664  0.25
H -3.3050 -1.1569 -1.2154  0.22
H -3.0824 0.4399 -2.0165  0.27
H 1.8059 -1.4054 -1.6397  0.27
H 0.6262 -1.9792 -4.0568  0.22
H -1.8055 -1.2302 -3.7583  0.42
F 4.0011 0.1093 1.2246  -0.57
B 3.6649 0.1283 -0.1702  1.36
F 3.9219 -1.1125 -0.7323  -0.56
F 4.3196 1.1524 -0.8062  -0.55
F 2.2399 0.3604 -0.2125  -0.58
C 0.7869 3.3877 -2.5127  -0.65
C -0.6269 2.8176 -2.7371  0.13
O -0.9869 1.8829 -1.8575  -0.92
C -0.6659 2.2013 -4.1658  0.95
F -1.8441 1.5891 -4.4360  -0.35
F 0.2847 1.2550 -4.2911  -0.34
F -0.4629 3.0789 -5.1792  -0.34
C -1.6296 4.0042 -2.6901  0.94
F -2.8929 3.6358 -2.9833  -0.34
F -1.6610 4.5317 -1.4493  -0.34
F -1.3308 5.0317 -3.5268  -0.35
H 1.4773 2.5478 -2.4479  0.24
H 0.8000 3.9066 -1.5547  0.22
H 1.1112 4.0765 -3.2948  0.21
Br 0.1610 -8.3711 0.7880  0.04
C 1.0131 -6.6799 0.8516  -0.14
C 2.3980 -6.6168 0.8898  0.02
N 3.0618 -5.4679 0.9317  -0.40
C 2.3543 -4.3391 0.9385  0.07
C 0.9638 -4.3149 0.9109  -0.18
C 0.2731 -5.5161 0.8622  -0.16
C 0.1887 -3.0294 0.9278  0.78
O 0.9297 -1.9670 1.0025  -0.75
O -1.0309 -3.0254 0.8773  -0.64
H 2.9830 -7.5294 0.8839  0.20
H 2.9061 -3.4077 0.9575  0.23
H -0.8080 -5.5100 0.8387  0.25

***

3.
The following is a DFT calculation (ωB97M-V/def2-TZVPD) of a molecular structure, C19H22BrFeN.

Output
ΔE to the lowest compared entry with this formula, charge and spin: 7.6 kcal/mol
Spin multiplicity: 6
Molecular weight: 400.1 g mol⁻¹
Total energy: -125977.0913 eV
Net charge: -1

Last column: natural (NBO) charge in e.
Positions of all 44 atoms, in Å:
C -2.3106 -0.9955 -1.7302  -0.35
C -2.2574 -1.3065 -0.3470  -0.34
C -1.8224 -0.1334 0.3586  -0.37
H -2.5643 -2.2512 0.1199  0.24
C -1.6859 0.9300 -0.5991  -0.33
C -1.9862 0.3929 -1.8898  -0.35
H -2.0492 0.9399 -2.8188  0.28
H -2.6357 -1.6495 -2.5336  0.26
H -1.7229 -0.0753 1.4336  0.28
H -1.5118 1.9712 -0.3859  0.25
Fe -0.3677 -0.6367 -0.9764  1.36
Br 0.7265 -2.5947 -1.2884  -0.47
C 1.5134 0.4989 -3.9988  -0.37
C 0.4337 1.2932 -4.4811  -0.38
C -0.5504 0.4125 -5.0350  -0.37
H 0.3769 2.3766 -4.4655  0.18
C -0.0742 -0.9240 -4.8956  -0.37
C 1.2122 -0.8696 -4.2764  -0.35
H 1.8593 -1.7231 -4.0819  0.20
H 2.4164 0.8696 -3.5238  0.19
H -1.4756 0.7136 -5.5187  0.18
H -0.5887 -1.8239 -5.2218  0.19
C -0.2502 0.3219 4.1345  -0.41
N -0.4929 -0.8184 3.2509  -0.45
C -0.9630 -1.9485 4.0450  -0.40
C 0.6364 -1.1524 2.3646  -0.25
C 1.1945 0.0566 1.6401  -0.09
C 2.1557 0.8280 2.3376  -0.20
C 2.5355 2.0669 1.8507  -0.25
C 1.9444 2.5630 0.6745  -0.21
C 1.0815 1.7571 -0.0813  -0.25
C 0.7838 0.4775 0.3766  -0.33
H -1.0870 0.3600 4.8410  0.19
H -0.1999 1.2717 3.5898  0.22
H 0.6785 0.1972 4.7186  0.16
H -1.2994 -2.7765 3.4152  0.20
H -0.1658 -2.3188 4.7076  0.15
H -1.7920 -1.6102 4.6756  0.19
H 1.4273 -1.6235 2.9736  0.16
H 0.3040 -1.9110 1.6474  0.22
H 2.5613 0.4244 3.2719  0.20
H 3.2807 2.6680 2.3756  0.20
H 2.1261 3.5776 0.3312  0.20
H 0.6052 2.1747 -0.9850  0.22

***

4.
The following is a DFT calculation (ωB97M-V/def2-TZVPD) of 5 unconnected molecules or ions with the total composition C19H22Cl8F6N3O4S2.

Output
Spin multiplicity: 1
Molecular weight: 818.1 g mol⁻¹
Total energy: -170866.2445 eV
Net charge: +1

Last column: natural (NBO) charge in e.
Positions of all 64 atoms, in Å:
C -1.6232 -1.4661 -1.8298  -0.62
C -2.1083 -0.4745 -0.7527  -0.40
C -1.1048 -0.3204 0.4270  -0.26
C -1.3618 0.9210 1.2865  -0.62
C 0.3223 -0.4880 -0.0434  0.30
N 0.8557 -1.7027 0.2049  -0.45
C 2.0869 -2.0636 -0.1299  0.62
F 2.4546 -3.2706 0.2176  -0.25
C 2.9300 -1.2108 -0.7999  0.09
N 4.2344 -1.6529 -1.1253  -0.49
C 4.2982 -2.5812 -1.9379  0.21
S 4.3603 -3.8850 -2.7609  0.25
C 2.4283 0.0586 -1.1158  -0.10
C 3.3692 0.9485 -1.8962  0.75
O 4.5230 0.9611 -1.6551  -0.40
O 2.9067 1.8093 -2.9234  -0.70
S 2.2351 1.0352 -4.1746  2.27
O 3.2146 0.3962 -4.9789  -0.86
O 1.1466 0.2050 -3.7632  -0.91
C 1.5267 2.4385 -5.1836  0.40
F 0.8729 1.7959 -6.1593  -0.28
F 2.4863 3.1629 -5.7240  -0.26
C 0.4767 3.3152 -4.4519  0.92
F 1.0630 4.0107 -3.4750  -0.30
F -0.0295 4.1811 -5.3245  -0.28
F -0.5231 2.5788 -3.9832  -0.29
C 1.1263 0.4288 -0.7168  0.10
C 0.5932 1.8088 -1.0005  -0.55
C 0.9200 2.8084 0.1271  0.14
N 2.0702 2.9987 0.6064  -0.54
H -1.2417 -2.3949 -1.3931  0.18
H -0.8546 -1.0335 -2.4742  0.22
H -2.4636 -1.7605 -2.4581  0.24
H -2.2810 0.4779 -1.2549  0.21
H -3.0304 -0.8803 -0.3464  0.24
H -1.3042 -1.1765 1.0861  0.22
H -1.4735 1.8261 0.6907  0.21
H -0.4986 1.1039 1.9320  0.22
H -2.2743 0.8204 1.8766  0.26
H 0.2765 -2.3790 0.6966  0.46
H -0.4820 1.7257 -1.1421  0.25
H 0.9857 2.2427 -1.9062  0.26
H 0.0983 3.4161 0.5022  0.19
H 2.7675 2.3812 0.1839  0.31
C -3.8204 -1.7528 3.1843  -0.39
Cl -2.3478 -1.2754 4.0370  -0.03
Cl -4.3730 -0.4945 2.0655  -0.03
H -3.6153 -2.6545 2.6191  0.22
H -4.6018 -1.9371 3.9134  0.24
C -3.2317 -0.0708 7.7296  -0.39
Cl -3.1209 1.5720 7.0952  -0.01
Cl -4.4655 -1.0172 6.8830  -0.05
H -2.2739 -0.5608 7.6000  0.22
H -3.4937 -0.0249 8.7797  0.23
C 6.3122 1.8343 -4.5922  -0.39
Cl 7.6971 2.3347 -3.6194  -0.01
Cl 5.8409 3.0745 -5.7621  -0.02
H 6.5730 0.9322 -5.1332  0.22
H 5.4777 1.6467 -3.9295  0.21
C -6.1916 -4.4411 7.3096  -0.39
Cl -6.2101 -4.6802 5.5537  -0.04
Cl -5.1183 -5.5871 8.1148  -0.01
H -5.8457 -3.4361 7.5187  0.22
H -7.1982 -4.5812 7.6853  0.23

***

Calculated max |F| in order - 0.11191 0.01026 0.10870 0.03580 Eh/bohr